{"formula": "C35H35F6N2OPTeYb", "method": "the ωB97M-V functional and the def2-TZVPD basis", "homo_lumo_gap_ev": [7.810, 7.746], "charge": 1, "homo_ev": [-10.74, -10.74], "relative_energy_kj_mol": 100.7, "multiplicity": 2, "symbols": ["Yb", "C", "C", "C", "C", "C", "C", "H", "H", "H", "H", "H", "H", "N", "C", "C", "C", "C", "C", "C", "C", "C", "C", "H", "H", "H", "H", "F", "P", "F", "F", "F", "F", "F", "C", "C", "O", "N", "Te", "C", "C", "C", "C", "C", "C", "C", "C", "C", "C", "C", "C", "C", "C", "C", "C", "C", "C", "H", "H", "H", "H", "H", "H", "H", "H", "H", "H", "H", "H", "H", "H", "H", "H", "H", "H", "H", "H", "H", "H", "H", "H", "H"], "coordinates": [[-0.606, -2.443, 0.681], [-3.594, -5.104, -0.522], [-2.254, -5.388, -0.306], [-1.288, -4.912, -1.194], [-1.673, -4.120, -2.274], [-3.018, -3.850, -2.492], [-3.976, -4.355, -1.626], [-4.346, -5.486, 0.156], [-1.962, -6.049, 0.500], [-0.277, -5.286, -1.146], [-0.929, -3.794, -2.992], [-3.319, -3.267, -3.355], [-5.027, -4.172, -1.816], [1.119, 2.970, 9.130], [0.837, 2.428, 8.157], [0.489, 1.767, 6.937], [1.240, 0.678, 6.494], [0.916, 0.061, 5.302], [-0.171, 0.507, 4.541], [-0.941, 1.570, 5.016], [-0.612, 2.203, 6.199], [-0.461, -0.159, 3.309], [-0.636, -0.767, 2.266], [2.070, 0.324, 7.091], [1.487, -0.788, 4.950], [-1.814, 1.886, 4.460], [-1.202, 3.031, 6.566], [1.045, -3.538, -0.039], [1.369, -4.417, 1.494], [1.501, -5.047, 2.903], [1.444, -2.880, 2.072], [-0.341, -4.237, 1.742], [2.879, -4.415, 1.127], [1.048, -5.743, 0.732], [-3.726, -0.359, -0.765], [-2.479, -1.182, -0.542], [-2.589, -2.236, 0.147], [-1.256, -0.863, -0.998], [-1.119, 1.074, -1.512], [0.189, 1.201, -3.189], [0.579, 2.509, -3.508], [0.158, 3.724, -2.719], [1.401, 2.685, -4.615], [1.811, 1.620, -5.405], [2.709, 1.843, -6.586], [1.361, 0.343, -5.084], [0.543, 0.110, -3.992], [0.040, -1.276, -3.689], [0.226, 1.805, -0.037], [-0.180, 2.924, 0.697], [-1.521, 3.601, 0.568], [0.713, 3.452, 1.621], [1.955, 2.887, 1.857], [2.886, 3.460, 2.884], [2.310, 1.754, 1.132], [1.476, 1.207, 0.174], [1.937, 0.009, -0.601], [-4.591, -0.999, -0.608], [-3.761, 0.057, -1.770], [-3.770, 0.449, -0.031], [-0.852, 3.622, -2.316], [0.161, 4.605, -3.358], [0.843, 3.908, -1.890], [1.715, 3.689, -4.873], [2.905, 2.903, -6.735], [2.262, 1.443, -7.496], [3.664, 1.336, -6.440], [1.647, -0.496, -5.708], [0.401, -1.985, -4.431], [-1.052, -1.296, -3.701], [0.367, -1.610, -2.704], [-2.213, 3.066, -0.079], [-1.410, 4.616, 0.181], [-1.990, 3.680, 1.549], [0.413, 4.327, 2.187], [2.440, 4.316, 3.386], [3.822, 3.776, 2.420], [3.126, 2.705, 3.632], [3.274, 1.290, 1.311], [2.963, -0.245, -0.344], [1.899, 0.210, -1.670], [1.314, -0.872, -0.414]], "lowdin_charge": [1.577, -0.070, -0.094, -0.139, -0.100, -0.090, -0.077, 0.114, 0.112, 0.092, 0.096, 0.110, 0.112, 0.169, -0.182, -0.229, -0.015, -0.017, -0.256, -0.026, -0.019, -0.147, -0.122, 0.124, 0.119, 0.115, 0.122, -0.290, 0.255, -0.035, -0.180, -0.243, -0.048, -0.062, -0.043, -0.708, -0.150, -0.303, 1.939, -0.332, -0.288, -0.055, 0.005, -0.238, -0.032, 0.008, -0.295, -0.070, -0.321, -0.307, -0.064, 0.001, -0.237, -0.025, 0.010, -0.283, -0.034, 0.098, 0.057, 0.091, 0.042, 0.095, 0.096, 0.127, 0.081, 0.091, 0.092, 0.130, 0.089, 0.077, 0.051, 0.018, 0.096, 0.092, 0.131, 0.083, 0.092, 0.088, 0.132, 0.098, 0.070, 0.027]}